(1)
Density functional theory data (wB97M-V/def2-TZVPD) for one molecule with the formula C16H17F2N3O4S in a non-equilibrium geometry.

## Properties
**SMILES**: Cc1cc(NC(=O)[C@H](C)SCC(=O)Nc2ccccc2OC(F)F)no1
**ΔE to the lowest compared entry with this formula, charge and spin**: 0.0 kcal per mole
**HOMO level**: -8.67 eV
**HOMO-LUMO gap**: 0.3377 hartree

Last column: Mulliken charge in e.
Cartesian coordinates (Å):
C 1.044 -4.433 -1.193  -1.448
C 1.215 -2.990 -1.484  0.041
C 0.318 -1.973 -1.639  0.188
C 1.139 -0.851 -1.918  0.411
N 0.781 0.457 -2.172  0.185
C -0.493 0.933 -2.121  0.016
O -1.450 0.245 -1.846  -0.622
C -0.670 2.409 -2.462  0.529
C 0.551 3.195 -2.902  -1.811
S -1.552 3.203 -1.054  -0.108
C -0.208 3.476 0.153  -0.983
C 0.630 2.231 0.362  0.509
O 1.807 2.209 0.069  -0.600
N -0.075 1.194 0.872  0.178
C 0.376 -0.086 1.187  0.293
C 1.717 -0.457 1.159  -0.647
C 2.090 -1.745 1.494  -0.848
C 1.141 -2.684 1.858  -0.698
C -0.197 -2.331 1.893  -0.442
C -0.573 -1.043 1.564  0.677
O -1.942 -0.680 1.566  -0.416
C -2.489 -0.405 2.750  0.398
F -2.377 -1.411 3.649  -0.266
F -1.893 0.664 3.356  -0.286
N 2.408 -1.190 -1.930  -0.873
O 2.460 -2.516 -1.659  -0.147
H 0.126 -4.591 -0.634  0.331
H 1.894 -4.797 -0.623  0.341
H 0.989 -4.999 -2.123  0.372
H -0.747 -1.991 -1.564  0.595
H 1.567 1.078 -2.306  0.298
H -1.441 2.445 -3.239  0.455
H 1.333 3.195 -2.145  0.428
H 0.263 4.227 -3.096  0.371
H 0.950 2.777 -3.826  0.411
H 0.426 4.294 -0.188  0.426
H -0.715 3.765 1.073  0.466
H -1.080 1.313 0.949  0.223
H 2.459 0.268 0.869  0.445
H 3.135 -2.014 1.462  0.412
H 1.436 -3.688 2.119  0.486
H -0.954 -3.045 2.180  0.470
H -3.556 -0.172 2.615  0.240

=====

(2)
Density functional theory data (wB97M-V/def2-TZVPD) for C16H17FN4SSn as an isolated structure in a non-equilibrium geometry.

## Properties
**ΔE to the lowest compared entry with this formula, charge and spin**: 7.8 kcal per mole
**HOMO level**: -15.22 eV
**HOMO-LUMO gap**: 0.2470 hartree
**Net charge**: +2

Last column: Mulliken charge in e.
Cartesian coordinates (Å):
Sn 0.379 0.184 -0.181  0.986
C 1.401 -5.825 -1.192  -0.975
C 2.184 -4.990 -0.183  -0.407
N 2.436 -3.619 -0.651  -0.170
C 1.526 -2.667 -0.706  0.634
S 2.183 -1.063 -1.238  -0.274
N 0.283 -2.888 -0.403  -0.850
N -0.557 -1.857 -0.405  0.281
C -1.829 -1.984 -0.506  0.638
C -2.515 -3.302 -0.544  -1.460
C -2.581 -0.725 -0.668  0.599
C -3.955 -0.697 -0.852  -0.539
C -4.591 0.516 -1.083  -0.423
C -3.845 1.684 -1.113  -0.851
C -2.481 1.594 -0.899  -0.089
N -1.876 0.421 -0.702  -0.178
H 1.349 -6.855 -0.842  0.358
H 0.387 -5.447 -1.308  0.229
H 1.893 -5.815 -2.164  0.314
H 1.645 -4.933 0.762  0.268
H 3.159 -5.435 -0.003  0.402
H 3.358 -3.412 -1.000  0.239
H -1.820 -4.095 -0.286  0.337
H -3.345 -3.314 0.164  0.437
H -2.919 -3.501 -1.539  0.379
H -4.535 -1.607 -0.810  0.398
H -5.660 0.547 -1.242  0.463
H -4.301 2.646 -1.299  0.430
H -1.851 2.474 -0.909  0.602
F 1.799 3.844 4.641  -0.250
C 1.467 3.079 3.620  0.030
C 0.200 3.217 3.067  -0.485
C -0.160 2.423 1.990  -0.257
C 0.786 1.527 1.533  0.462
C 2.057 1.371 2.055  -0.626
C 2.397 2.169 3.136  -0.482
H -0.491 3.944 3.474  0.455
H -1.147 2.518 1.561  0.498
H 2.779 0.666 1.664  0.419
H 3.374 2.095 3.594  0.454